Entry 1:
This record from the Open Molecules 2025 dataset describes a cluster of 8 separate species, C14H46Cl2N5O10 in total. The level of theory is ωB97M-V/def2-TZVPD.

Its energy above the lowest of the compared OMol25 structures with the same formula, charge and spin is 2.170 eV. The value obtained for the HOMO energy is -3.78 eV. The gap between HOMO and LUMO is 5.6 eV. As for the charge: -1.

Atoms and positions in Å:
1 N -0.90 -0.15 0.66
2 H -0.20 -0.38 -0.04
3 H -1.27 -1.04 0.95
4 H -1.67 0.40 0.30
5 H -0.38 0.28 1.41
6 N -4.78 -2.34 1.53
7 H -3.79 -2.40 1.73
8 H -5.11 -3.16 1.03
9 H -4.91 -1.54 0.92
10 H -5.35 -2.11 2.33
11 N -1.48 -4.23 -1.09
12 H -2.19 -4.78 -1.55
13 H -0.84 -3.71 -1.68
14 H -0.95 -4.82 -0.47
15 H -1.82 -3.58 -0.40
16 O -0.53 -5.70 1.00
17 C -0.41 -4.73 2.09
18 C -1.51 -3.50 2.27
19 O -2.00 -2.68 1.19
20 H 0.58 -4.28 2.06
21 H -0.39 -5.25 3.04
22 H -1.11 -2.81 3.02
23 H -2.43 -3.94 2.66
24 Cl 1.65 -2.24 -1.69
25 O 1.93 -3.14 -0.68
26 O 2.78 -2.00 -2.49
27 O 0.58 -2.69 -2.54
28 O 1.34 -0.98 -1.10
29 Cl -4.23 1.01 -0.32
30 O -2.92 1.45 -0.66
31 O -5.19 1.89 -0.95
32 O -4.49 -0.30 -0.72
33 O -4.36 1.02 1.13
34 C -1.27 1.48 3.60
35 C 0.19 1.86 3.36
36 N 0.82 0.89 2.54
37 C 2.06 1.47 1.97
38 C 3.13 1.92 2.96
39 C 1.07 -0.39 3.20
40 C 1.79 -1.50 2.39
41 H -1.78 1.33 2.65
42 H -1.73 2.21 4.27
43 H -1.37 0.60 4.23
44 H 0.25 2.84 2.90
45 H 0.67 2.04 4.32
46 H 2.44 0.75 1.24
47 H 1.83 2.26 1.25
48 H 3.42 1.09 3.61
49 H 4.07 2.21 2.48
50 H 2.75 2.76 3.54
51 H 0.15 -0.89 3.51
52 H 1.50 -0.20 4.18
53 H 1.29 -1.60 1.43
54 H 1.62 -2.41 2.96
55 H 2.86 -1.28 2.29
56 C 0.72 2.78 -1.37
57 C 0.17 2.97 -2.76
58 N 1.17 2.74 -3.77
59 C 2.22 3.77 -3.85
60 C 2.87 3.78 -5.23
61 C 1.68 1.34 -3.82
62 C 0.57 0.41 -4.29
63 H 1.44 1.97 -1.24
64 H -0.08 2.63 -0.64
65 H 1.26 3.63 -0.97
66 H -0.78 2.47 -2.95
67 H -0.12 4.02 -2.73
68 H 1.82 4.74 -3.55
69 H 3.01 3.60 -3.13
70 H 2.12 3.88 -6.02
71 H 3.54 4.63 -5.34
72 H 3.51 2.94 -5.48
73 H 2.21 0.96 -2.94
74 H 2.44 1.30 -4.60
75 H 0.04 0.70 -5.20
76 H -0.15 0.29 -3.47
77 H 0.95 -0.59 -4.48

Results of the Löwdin charge analysis, in e, for atoms 1 through 6:
1. N 0.31
2. H 0.08
3. H 0.06
4. H 0.06
5. H 0.05
6. N 0.32

---

Entry 2:
This record from the Open Molecules 2025 dataset describes an isolated molecule of C4H8OS. The level of theory is ωB97M-V/def2-TZVPD.

Its energy above the lowest of the compared OMol25 structures with the same formula, charge and spin is 4.325 eV. The value obtained for the HOMO energy is -9.03 eV. The gap between HOMO and LUMO is 9.8 eV.

Atoms and positions in Å:
1 C -1.10 0.56 0.34
2 C -0.27 -0.67 0.30
3 C 1.11 -0.62 -0.05
4 C 1.71 0.51 -0.52
5 H -1.19 2.23 0.45
6 H -1.46 0.82 -0.71
7 H -2.18 0.04 0.80
8 H 0.00 -0.81 1.47
9 H -0.53 -2.50 -1.47
10 H 1.88 -1.29 0.44
11 H 0.90 1.23 -0.69
12 H 2.87 0.84 -0.81
13 O -0.40 1.73 0.70
14 S -1.35 -2.08 -0.26

Results of the Löwdin charge analysis, in e, for atoms 1 through 6:
1. C -0.39
2. C -0.75
3. C -0.28
4. C 0.01
5. H 0.10
6. H 0.13

---

Entry 3:
This record from the Open Molecules 2025 dataset describes the ion C7H19BN with charge +1. The level of theory is ωB97M-V/def2-TZVPD.

Its energy above the lowest of the compared OMol25 structures with the same formula, charge and spin is 1.089 eV. The value obtained for the HOMO energy is -14.10 eV. The gap between HOMO and LUMO is 11.1 eV. As for the charge: +1.

Atoms and positions in Å:
1 B -1.59 -0.09 0.03
2 C -2.52 0.65 -0.93
3 C -2.04 -1.25 0.92
4 C 0.90 2.62 0.86
5 C 2.28 -1.13 0.27
6 C 0.46 -1.39 -1.38
7 C 0.76 1.59 -0.15
8 C 0.18 0.26 0.42
9 N 0.82 -0.99 -0.05
10 H -2.31 0.29 -1.90
11 H -2.26 1.73 -0.96
12 H -3.51 0.32 -0.68
13 H -1.27 -1.43 1.79
14 H -1.85 -2.28 0.56
15 H -3.04 -1.34 1.19
16 H 1.64 2.31 1.63
17 H 1.24 3.56 0.59
18 H -0.09 2.68 1.23
19 H 2.50 -0.67 1.23
20 H 2.79 -2.14 0.17
21 H 2.82 -0.51 -0.48
22 H -0.57 -1.51 -1.41
23 H 0.99 -0.72 -1.99
24 H 0.93 -2.37 -1.65
25 H 1.78 1.27 -0.54
26 H 0.16 1.90 -0.96
27 H 0.22 0.33 1.60
28 H 0.57 -1.67 0.60

Results of the Löwdin charge analysis, in e, for atoms 1 through 6:
1. B -0.27
2. C 0.00
3. C -0.02
4. C -0.09
5. C 0.02
6. C 0.03

---

Entry 4:
This record from the Open Molecules 2025 dataset describes a cluster of 2 separate species, C9H14ClN2 in total. The level of theory is ωB97M-V/def2-TZVPD.

The value obtained for the HOMO energy is -1.82 eV. The gap between HOMO and LUMO is 4.9 eV. As for the charge: -1.

Atoms and positions in Å:
1 C -2.35 -1.83 -3.28
2 C -1.14 -2.74 -3.11
3 C 0.17 -1.96 -2.71
4 Cl 1.03 -3.13 -1.46
5 N 0.05 -0.65 -2.33
6 N -0.13 -0.47 -0.91
7 H -2.43 -1.11 -2.47
8 H -3.26 -2.44 -3.30
9 H -2.30 -1.30 -4.23
10 H -0.94 -3.21 -4.07
11 H -1.35 -3.55 -2.42
12 H 0.84 -1.98 -3.57
13 H -0.18 0.54 -0.80
14 H -1.06 -0.78 -0.59
15 C 1.30 3.38 2.58
16 C 1.10 2.41 1.60
17 C 0.89 1.09 1.95
18 C 0.88 0.73 3.29
19 C 1.07 1.69 4.28
20 C 1.29 3.02 3.92
21 H 1.46 4.41 2.30
22 H 1.10 2.69 0.55
23 H 0.74 0.33 1.18
24 H 0.71 -0.30 3.57
25 H 1.06 1.41 5.32
26 H 1.44 3.77 4.69

Results of the Löwdin charge analysis, in e, for atoms 1 through 6:
1. C -0.15
2. C -0.32
3. C -0.79
4. Cl 0.30
5. N -0.24
6. N -0.13

---

Entry 5:
This record from the Open Molecules 2025 dataset describes a cluster of 9 separate species, C9H25Cl4N7O14 in total. The level of theory is ωB97M-V/def2-TZVPD.

Its energy above the lowest of the compared OMol25 structures with the same formula, charge and spin is 0.428 eV. The value obtained for the HOMO energy is -10.87 eV. The gap between HOMO and LUMO is 10.4 eV.

Atoms and positions in Å:
1 C 1.67 -1.83 -3.32
2 N 3.04 -2.28 -3.64
3 O 3.47 -2.02 -4.78
4 O 3.67 -2.94 -2.81
5 H 1.06 -2.22 -4.13
6 H 1.59 -0.75 -3.19
7 H 1.32 -2.29 -2.40
8 C 3.74 2.10 -2.63
9 N 4.74 1.07 -2.37
10 O 5.88 1.36 -2.51
11 O 4.31 -0.04 -1.97
12 H 2.76 1.68 -2.85
13 H 4.15 2.61 -3.50
14 H 3.66 2.83 -1.83
15 C 1.12 -1.09 5.08
16 N 1.16 0.09 4.16
17 O 1.18 -0.11 2.97
18 O 1.04 1.16 4.69
19 H 1.54 -0.82 6.05
20 H 1.60 -1.91 4.55
21 H 0.09 -1.38 5.27
22 C 3.49 -2.57 0.46
23 N 3.56 -2.98 1.89
24 O 4.70 -3.07 2.33
25 O 2.53 -3.21 2.48
26 H 2.64 -1.88 0.44
27 H 3.30 -3.41 -0.19
28 H 4.34 -1.97 0.15
29 C -5.27 0.20 1.51
30 N -4.14 -0.75 1.49
31 O -3.33 -0.58 0.58
32 O -4.11 -1.66 2.26
33 H -5.19 0.95 0.72
34 H -5.29 0.77 2.44
35 H -6.15 -0.44 1.44
36 C -3.26 4.66 -0.85
37 N -3.94 5.61 0.03
38 O -5.16 5.58 0.03
39 O -3.29 6.49 0.53
40 H -3.63 4.98 -1.82
41 H -3.54 3.65 -0.55
42 H -2.21 4.90 -0.68
43 C -0.85 -2.39 1.74
44 N -1.58 -2.97 0.60
45 O -1.48 -2.41 -0.52
46 O -2.24 -3.96 0.83
47 H -1.16 -2.90 2.65
48 H -1.16 -1.35 1.84
49 H 0.23 -2.43 1.62
50 C -2.24 0.75 -2.75
51 Cl -3.25 -0.63 -3.23
52 Cl -2.59 2.00 -3.98
53 H -2.49 1.06 -1.73
54 H -1.19 0.47 -2.76
55 C 0.19 1.20 0.15
56 Cl -0.40 2.71 -0.67
57 Cl 1.22 0.25 -0.88
58 H 0.81 1.50 0.99
59 H -0.65 0.61 0.53

Results of the Löwdin charge analysis, in e, for atoms 1 through 6:
1. C 0.00
2. N -0.41
3. O 0.05
4. O 0.04
5. H 0.11
6. H 0.04

---

Entry 6:
This record from the Open Molecules 2025 dataset describes a structure of composition C50H28Cl4N6Re. The level of theory is ωB97M-V/def2-TZVPD.

The value obtained for the HOMO energy (alpha / beta) is -11.97 / -12.08 eV. As for the spin multiplicity: 2. The gap between HOMO and LUMO (alpha / beta) is 4.1 / 4.2 eV. As for the charge: +2.

Atoms and positions in Å:
1 Re -0.21 0.63 -0.10
2 Cl 4.18 -7.55 2.02
3 C 2.70 -6.73 1.75
4 C 1.87 -6.13 2.90
5 C 1.01 -4.87 2.68
6 C 1.81 -4.26 0.72
7 C 1.92 -5.20 -0.48
8 C 2.17 -6.55 0.20
9 C 1.29 -2.88 0.50
10 C -0.96 -2.26 -0.07
11 C -1.78 -3.42 -0.41
12 C -2.96 -2.69 -0.97
13 C -2.77 -1.36 -0.75
14 C -3.61 -0.25 -1.08
15 C -5.01 -0.59 -1.48
16 C -5.36 -0.68 -2.82
17 C -6.66 -1.03 -3.18
18 C -7.59 -1.29 -2.19
19 Cl -9.20 -1.73 -2.63
20 C -7.25 -1.21 -0.84
21 C -5.95 -0.86 -0.50
22 C -3.16 1.03 -1.16
23 N -1.86 1.56 -0.88
24 C -1.91 2.85 -1.28
25 C -0.91 3.82 -1.12
26 C -1.19 5.20 -1.63
27 C -1.78 6.14 -0.79
28 C -2.06 7.42 -1.24
29 C -1.74 7.76 -2.55
30 Cl -2.08 9.35 -3.12
31 C -1.15 6.84 -3.40
32 C -0.88 5.56 -2.94
33 C 0.27 3.60 -0.45
34 C 1.14 4.68 0.00
35 C 2.13 4.14 0.72
36 C 1.97 2.69 0.65
37 N 0.78 2.39 -0.03
38 C 2.91 1.80 1.06
39 C 2.81 0.37 0.90
40 C 4.02 -0.43 0.99
41 C 3.65 -1.71 0.96
42 C 2.18 -1.73 0.90
43 N 1.71 -0.34 0.72
44 C 4.16 2.29 1.71
45 C 5.05 3.11 1.03
46 C 6.21 3.55 1.63
47 C 6.49 3.17 2.94
48 Cl 7.93 3.72 3.70
49 C 5.61 2.35 3.64
50 C 4.45 1.91 3.02
51 C -3.23 3.19 -1.79
52 C -3.99 2.10 -1.67
53 N -1.47 -1.10 -0.23
54 H 2.27 -6.30 3.90
55 H 0.32 -4.68 3.49
56 H 2.48 -4.95 -1.38
57 H 2.54 -7.40 -0.37
58 H -2.02 -4.15 0.37
59 H -3.89 -3.13 -1.30
60 H -4.64 -0.47 -3.59
61 H -6.95 -1.10 -4.22
62 H -7.99 -1.41 -0.09
63 H -5.68 -0.79 0.55
64 H -2.04 5.87 0.23
65 H -2.52 8.15 -0.59
66 H -0.91 7.12 -4.42
67 H -0.42 4.84 -3.60
68 H 0.95 5.72 -0.20
69 H 2.91 4.64 1.26
70 H 5.02 -0.03 1.08
71 H 4.28 -2.59 1.02
72 H 4.84 3.40 0.00
73 H 6.91 4.19 1.10
74 H 5.84 2.07 4.66
75 H 3.76 1.28 3.57
76 H -3.50 4.17 -2.16
77 H -5.04 2.00 -1.93
78 N 1.39 -7.31 2.19
79 C 1.01 -6.59 1.06
80 C 0.60 -5.22 1.17
81 C 2.03 -3.82 2.27
82 C 1.39 -2.49 1.96
83 N 0.29 -2.68 -0.46
84 C -0.33 -3.89 -1.03
85 C 0.30 -5.14 -0.48
86 H 2.98 -3.84 2.80
87 H 0.67 -1.98 2.58
88 H -0.32 -3.87 -2.12
89 H -0.21 -6.02 -0.87

Results of the Löwdin charge analysis, in e, for atoms 1 through 6:
1. Re 1.33
2. Cl 0.82
3. C -0.63
4. C -0.11
5. C -0.04
6. C -0.10